A cluster of 2 separate species, C27H48BClN3O7 in total, computed with ωB97M-V/def2-TZVPD.

Summary:
E_HOMO, eV: -10.485
LUMO level, hartree: -0.1572

The geometry in ORCA input format:
```
! RIJCOSX wB97M-V def2-TZVPD def2/J DEFGRID3
* xyz 1 1
C -3.433 -4.357 -4.878
C -2.494 -3.239 -5.381
C -2.182 -2.256 -4.288
O -3.009 -1.553 -3.764
O -0.887 -2.265 -3.914
C -0.380 -1.016 -3.375
C -0.454 -1.097 -1.858
C 0.322 -0.106 -0.956
C 0.040 -0.606 0.473
O 0.635 -1.881 0.716
C 1.379 -1.963 1.868
C 2.758 -2.007 1.770
C 3.555 -2.080 2.906
C 5.054 -2.092 2.780
C 2.935 -2.127 4.152
C 1.552 -2.120 4.240
C 0.750 -2.040 3.111
C -0.761 -2.018 3.218
C -1.223 -0.655 3.762
C -1.298 -3.123 4.127
C 1.788 -0.214 -1.417
O 2.600 -1.059 -1.139
N 2.022 0.830 -2.291
C 1.157 2.000 -2.060
C 2.084 3.010 -1.336
C 1.614 4.481 -1.267
C 1.850 5.143 0.113
C 0.588 5.514 0.899
O 0.592 4.843 2.151
C -0.665 4.775 2.781
C 0.841 2.620 -3.420
O 0.544 1.619 -4.365
C -0.100 2.117 -5.519
C -0.021 1.401 -1.177
Cl 0.004 2.330 0.414
B -1.580 1.588 -1.627
N -2.664 1.503 -0.656
O -1.903 1.767 -2.947
H -4.468 -4.153 -5.136
H -3.349 -4.452 -3.796
H -3.145 -5.314 -5.306
H -1.569 -3.692 -5.730
H -2.932 -2.703 -6.221
H 0.630 -0.945 -3.764
H -0.980 -0.211 -3.781
H -0.104 -2.098 -1.599
H -1.519 -1.074 -1.600
H 0.396 0.093 1.220
H -1.042 -0.754 0.552
H 3.229 -1.979 0.798
H 5.389 -1.267 2.153
H 5.411 -3.027 2.351
H 5.507 -1.972 3.763
H 3.543 -2.170 5.046
H 1.102 -2.161 5.225
H -1.182 -2.131 2.220
H -2.301 -0.522 3.658
H -0.925 -0.549 4.807
H -0.734 0.161 3.229
H -0.773 -3.110 5.085
H -2.350 -2.904 4.348
H -1.210 -4.101 3.649
H 2.288 0.616 -3.240
H 2.987 2.990 -1.948
H 2.380 2.646 -0.358
H 0.548 4.558 -1.480
H 2.194 5.055 -1.986
H 2.441 6.049 -0.014
H 2.430 4.487 0.763
H -0.315 5.237 0.347
H 0.565 6.595 1.073
H -1.406 5.421 2.302
H -1.054 3.752 2.765
H -0.578 5.098 3.819
H 0.021 3.336 -3.333
H 1.730 3.160 -3.764
H 0.067 1.416 -6.332
H 0.286 3.102 -5.795
H -1.176 2.208 -5.347
H -2.971 2.393 -0.284
H -2.444 0.895 0.121
H -2.508 2.498 -3.109
N -2.746 -5.232 6.559
H -3.100 -5.084 5.609
H -2.658 -4.325 7.024
H -3.389 -5.829 7.084
H -1.826 -5.675 6.506
*
```

A cluster of 2 separate species, C27H48F9N2O8PS2 in total, computed with ωB97M-V/def2-TZVPD.

Summary:
SMILES: CC[C@@H](C)[C@](CCCCS(=O)(=O)O)(COC)O[C@@](CCCCN)(CCCCC(F)(F)C(F)(F)S(F)(F)(F)(F)F)P(=O)(O)O.c1ccncc1
E_HOMO, eV: -9.144
LUMO level, hartree: 0.0065
ΔE to the lowest compared entry with this formula, charge and spin, eV: 0.000

The geometry in ORCA input format:
```
! RIJCOSX wB97M-V def2-TZVPD def2/J DEFGRID3
* xyz 0 1
C -3.886 -0.946 4.318
C -2.752 -0.853 3.297
C -1.951 0.458 3.427
C -0.718 0.200 4.288
C -1.636 1.124 2.057
C -0.553 2.252 2.167
C 0.937 1.862 2.046
C 1.842 2.189 3.244
C 1.762 3.661 3.675
S 1.590 3.977 5.421
O 0.243 3.709 5.814
O 2.210 5.227 5.712
O 2.454 2.815 6.098
C -2.890 1.863 1.574
O -4.059 1.092 1.733
C -5.239 1.761 1.339
O -1.183 0.052 1.219
C -1.186 -0.016 -0.210
C -0.846 1.302 -0.926
C -0.792 1.223 -2.468
C 0.624 1.035 -3.055
C 1.094 2.202 -3.945
N 2.540 2.422 -3.999
C -0.082 -1.052 -0.513
C -0.252 -2.397 0.209
C 1.058 -2.913 0.813
C 1.063 -4.433 0.932
C 2.313 -5.048 1.513
F 2.131 -6.383 1.586
F 2.520 -4.594 2.769
C 3.609 -4.718 0.691
F 3.312 -4.784 -0.606
F 3.957 -3.464 0.972
S 5.159 -5.812 0.936
F 5.985 -4.632 1.586
F 4.678 -6.246 2.385
F 4.373 -7.027 0.281
F 5.702 -5.387 -0.488
F 6.411 -6.748 1.100
P -2.762 -0.733 -0.908
O -2.503 -1.566 -2.086
O -3.742 0.510 -1.133
O -3.555 -1.481 0.268
H -4.214 -1.978 4.458
H -3.563 -0.570 5.294
H -4.746 -0.355 3.996
H -2.066 -1.693 3.463
H -3.148 -0.962 2.291
H -2.586 1.176 3.962
H 0.039 -0.350 3.719
H -0.999 -0.430 5.136
H -0.282 1.109 4.699
H -0.743 2.790 3.102
H -0.771 2.973 1.372
H 1.370 2.378 1.185
H 1.017 0.796 1.831
H 2.875 1.983 2.947
H 1.619 1.521 4.072
H 2.655 4.222 3.388
H 0.899 4.167 3.239
H 3.277 2.649 5.615
H -2.801 2.168 0.525
H -2.954 2.783 2.176
H -5.921 1.027 0.902
H -5.734 2.222 2.201
H -5.038 2.548 0.602
H 0.143 1.597 -0.568
H -1.530 2.095 -0.631
H -1.445 0.435 -2.843
H -1.208 2.157 -2.857
H 0.634 0.117 -3.652
H 1.355 0.890 -2.252
H 0.637 3.132 -3.593
H 0.767 2.012 -4.971
H 2.873 2.671 -3.071
H 3.016 1.557 -4.238
H -0.023 -1.212 -1.589
H 0.855 -0.582 -0.192
H -0.632 -3.134 -0.507
H -0.993 -2.295 1.008
H 1.879 -2.590 0.169
H 1.209 -2.475 1.803
H 0.279 -4.760 1.626
H 0.859 -4.904 -0.031
H -4.502 0.499 -0.535
H -3.309 -2.419 0.287
C -0.363 1.380 -9.709
C 0.101 2.656 -9.432
C 0.945 2.832 -8.346
N 1.336 1.840 -7.550
C 0.883 0.620 -7.827
C 0.037 0.337 -8.889
H -1.024 1.201 -10.547
H -0.184 3.501 -10.044
H 1.329 3.816 -8.101
H 1.214 -0.173 -7.164
H -0.299 -0.676 -9.064
*
```

A structure of composition C27H48I2N2ORhSi4Te, computed with ωB97M-V/def2-TZVPD.

Summary:
E_HOMO (alpha / beta), eV: -3.202 / -3.201
LUMO level (alpha / beta), hartree: 0.0825 / 0.0825
ΔE to the lowest compared entry with this formula, charge and spin, eV: 1.020

The geometry in ORCA input format:
```
! RIJCOSX wB97M-V def2-TZVPD def2/J DEFGRID3
* xyz -1 1
Rh -2.294 -1.111 -0.076
I 2.763 -5.081 -3.602
C 1.267 -4.485 -2.258
C 1.518 -4.526 -0.889
C 0.511 -4.165 -0.019
I 0.832 -4.188 2.047
C -0.791 -3.742 -0.443
O -1.707 -3.373 0.353
C -0.981 -3.724 -1.861
C -2.280 -3.176 -2.369
N -2.311 -1.687 -2.270
C -3.525 -1.096 -2.828
C -4.662 -1.058 -1.841
C -5.934 -0.641 -2.224
C -6.950 -0.631 -1.294
C -6.661 -1.042 -0.008
C -5.367 -1.436 0.289
N -4.380 -1.433 -0.605
C 0.029 -4.089 -2.736
H 2.489 -4.824 -0.514
H -3.106 -3.557 -1.768
H -2.425 -3.481 -3.412
H -1.505 -1.326 -2.769
H -3.853 -1.633 -3.727
H -3.299 -0.073 -3.128
H -6.110 -0.339 -3.249
H -7.953 -0.334 -1.572
H -7.425 -1.067 0.759
H -5.085 -1.772 1.278
H -0.154 -4.059 -3.806
C 3.651 3.978 -1.390
Si 2.118 2.876 -1.471
C 1.992 2.237 -3.230
C 0.634 3.980 -1.158
Si 2.127 1.085 0.030
Te 0.056 -0.131 -0.646
Si 2.406 1.911 2.193
C 2.148 0.587 3.497
C 1.323 3.416 2.528
C 4.159 2.555 2.475
Si 3.899 -0.356 -0.445
C 5.553 0.555 -0.407
C 3.728 -1.081 -2.164
C 4.012 -1.761 0.789
H 3.576 4.808 -2.103
H 4.557 3.411 -1.627
H 3.780 4.402 -0.387
H 1.857 3.056 -3.945
H 1.142 1.553 -3.309
H 2.892 1.678 -3.512
H 0.552 4.760 -1.923
H 0.700 4.466 -0.178
H -0.282 3.379 -1.171
H 1.226 0.019 3.333
H 2.113 1.026 4.501
H 2.974 -0.130 3.464
H 0.331 3.321 2.089
H 1.794 4.305 2.092
H 1.204 3.586 3.605
H 4.893 1.743 2.476
H 4.214 3.061 3.445
H 4.456 3.271 1.700
H 5.553 1.398 -1.104
H 6.366 -0.121 -0.695
H 5.776 0.952 0.588
H 4.014 -0.347 -2.925
H 2.690 -1.376 -2.359
H 4.362 -1.965 -2.289
H 4.326 -1.400 1.775
H 4.735 -2.512 0.453
H 3.039 -2.253 0.911
C -3.792 1.274 1.821
C -2.736 0.427 2.532
C -3.253 0.028 3.925
C -1.464 1.252 2.693
C -2.375 -0.798 1.757
H -3.913 2.238 2.327
H -4.760 0.767 1.812
H -3.490 1.448 0.787
H -3.529 0.918 4.498
H -2.486 -0.519 4.480
H -4.137 -0.614 3.845
H -1.671 2.116 3.332
H -1.120 1.586 1.715
H -0.663 0.663 3.146
H -1.906 -1.583 2.367
*
```

A cluster of 3 separate species, C27H49Br2N3O7 in total, computed with ωB97M-V/def2-TZVPD.

Summary:
SMILES: CCN(CCC1=CC(=O)C=C([C@H](Br)[C@@H](C)Br)C1=O)C(C)=O.COCCNCCOC.COCCNCCOC
E_HOMO, eV: -8.471
LUMO level, hartree: -0.0441

The geometry in ORCA input format:
```
! RIJCOSX wB97M-V def2-TZVPD def2/J DEFGRID3
* xyz 0 1
C 5.416 -4.447 3.586
C 6.254 -4.375 2.229
N 6.354 -2.993 1.640
C 5.016 -2.347 1.546
C 4.955 -1.067 0.599
C 3.425 -0.556 0.499
C 3.001 0.378 -0.489
C 1.446 0.786 -0.537
O 1.054 1.956 -0.748
C 0.436 -0.433 -0.251
C 0.858 -1.370 0.723
C 0.056 -2.670 1.159
Br 1.394 -4.152 1.474
C -0.989 -3.217 0.082
C -2.343 -2.326 0.138
Br -0.261 -3.464 -1.743
C 2.263 -1.084 1.460
O 2.363 -1.241 2.690
C 6.987 -3.193 0.323
C 6.283 -3.802 -0.972
O 8.182 -2.811 0.205
H 4.331 -4.116 3.501
H 5.379 -5.562 3.882
H 5.959 -3.933 4.460
H 5.861 -5.161 1.503
H 7.329 -4.686 2.494
H 4.183 -3.099 1.272
H 4.767 -1.974 2.606
H 5.639 -0.206 0.940
H 5.260 -1.271 -0.490
H 3.723 0.817 -1.256
H -0.535 -0.571 -0.817
H -0.454 -2.516 2.165
H -1.304 -4.262 0.448
H -2.264 -1.719 1.115
H -3.252 -3.004 0.128
H -2.391 -1.619 -0.749
H 6.704 -3.229 -1.876
H 5.168 -3.573 -0.933
H 6.497 -4.919 -1.106
C -8.483 -4.971 -2.972
O -7.984 -4.069 -3.946
C -8.729 -2.854 -4.046
C -7.959 -1.678 -3.442
N -7.877 -1.776 -1.984
C -6.893 -0.878 -1.374
C -5.424 -0.994 -1.816
O -4.773 -2.190 -1.402
C -5.059 -3.328 -2.200
H -8.015 -5.943 -3.144
H -8.217 -4.648 -1.962
H -9.567 -5.088 -3.051
H -9.731 -2.949 -3.609
H -8.855 -2.661 -5.116
H -8.461 -0.743 -3.710
H -6.966 -1.675 -3.901
H -7.639 -2.725 -1.726
H -6.931 -1.066 -0.296
H -7.227 0.155 -1.523
H -4.880 -0.182 -1.322
H -5.289 -0.829 -2.890
H -5.181 -3.077 -3.256
H -5.945 -3.838 -1.818
H -4.224 -4.027 -2.109
C -0.247 5.767 2.749
O 0.907 5.037 2.367
C 0.958 4.720 0.974
C 1.999 5.574 0.249
N 1.580 6.973 0.149
C 2.650 7.898 -0.234
C 3.906 7.971 0.651
O 3.694 8.551 1.933
C 3.120 7.680 2.893
H -0.316 5.741 3.839
H -0.169 6.815 2.446
H -1.157 5.328 2.332
H -0.029 4.793 0.498
H 1.273 3.676 0.910
H 2.153 5.174 -0.758
H 2.937 5.475 0.802
H 1.208 7.275 1.041
H 2.201 8.896 -0.256
H 2.955 7.669 -1.262
H 4.612 8.637 0.145
H 4.420 7.008 0.740
H 3.466 6.649 2.780
H 2.031 7.730 2.839
H 3.407 8.030 3.886
*
```